The following is a quantum chemistry calculation of a structure of composition C17H35Cl7IMg2O10S at a distorted geometry, from OMol25.

The total charge is -1.

Cartesian coordinates (Å):
I -1.02590 2.01538 3.43436
Cl 3.07573 -5.26632 -4.71915
Cl -0.89755 7.13925 1.98080
Cl -0.86484 4.50449 3.69268
Cl -0.27230 -4.12568 -2.74008
Cl 1.19346 -4.06700 -6.61440
Cl 2.10499 -2.56887 -4.28980
Cl -3.46998 0.18963 -1.63826
S 1.62499 2.56241 -0.82174
Mg 0.05233 -4.05142 -8.97600
Mg 0.20635 -6.13818 -0.71860
O -4.01741 2.78657 5.93124
O 0.36198 1.76213 -1.39906
O 4.43951 -0.93906 -8.95415
O -1.16351 6.74560 4.73417
O 3.31827 -5.01502 0.19596
O 4.22164 -1.81748 -6.88039
O 2.49229 2.72308 -1.92425
O 1.29613 3.70597 -0.04712
O 3.91564 0.36111 -7.19390
O 2.02160 1.45787 0.26017
C 0.40407 -2.63768 0.51408
C -2.09675 -0.92591 -1.19094
C -3.77832 5.19515 6.13362
C 3.58789 -0.55402 -0.17433
C 1.17413 0.27741 0.22255
C 0.16287 -3.91111 1.34238
C 2.56430 -3.75879 -5.49686
C -2.29243 -2.16808 -2.08010
C 2.07730 -0.86595 -0.32436
C -1.10235 1.48666 0.38870
C -3.66951 3.84844 6.81942
C -1.52047 0.74058 1.69016
C -3.01204 0.46922 1.82395
C -0.13135 0.68435 -0.53144
C 1.86275 -2.20200 0.44377
C 4.22155 -0.89452 -7.74891
C -0.75163 -0.27239 -1.57383
H -3.41018 2.79353 5.18183
H -4.79416 5.34927 5.76535
H 2.38424 -2.95821 -0.15204
H -0.59351 2.40352 0.68930
H 1.93945 -1.04689 -1.39690
H 3.96264 0.03961 -1.00730
H -3.54691 1.42014 1.87943
H 3.83664 -0.14727 0.80735
H 3.80757 0.05466 -6.28194
H -3.34094 -2.47411 -1.99894
H -4.35537 3.79646 7.66450
H 0.06693 -2.79656 -0.51259
H -2.12005 -1.88709 -3.12250
H -1.60428 -3.01458 -1.81207
H -0.90253 -0.14519 1.84272
H -2.65231 3.68003 7.19125
H -1.11268 7.36074 3.95295
H 4.08401 -1.52992 -0.22904
H -0.08304 -1.06825 -1.90627
H -3.24323 -0.08350 2.74117
H -3.11300 5.25020 5.27460
H 1.08235 0.06291 1.29470
H -0.95544 0.34489 -2.45110
H -2.15993 -1.23180 -0.14678
H 0.83570 -4.04394 2.18865
H -3.52461 6.00644 6.81692
H -1.99470 1.81135 -0.14845
H 0.16876 -4.80785 0.68720
H -3.42159 -0.10481 0.99211
H 4.04423 -5.36216 -0.33550
H 3.38958 -3.37211 -6.09145
H -0.22321 -1.84951 0.95213
H -0.85229 -3.83818 1.75163
H -0.23907 6.61408 4.97836
H 2.34736 -2.08665 1.42021

Forces on atoms 1 to 3 (eV/Å):
I 0.48 -0.46 1.06
Cl -0.08 -0.08 -0.02
Cl 0.10 -0.13 -0.28


The following is a quantum chemistry calculation of a cluster of 3 separate species, C17H35ClN2O4 in total at a distorted geometry, from OMol25.

The total charge is 0. As for the SMILES: CO[C@](CN)(CCCCl)CCC(N)=O.C1CCOC1.C1CCOC1.

Cartesian coordinates (Å):
Cl 1.20406 5.49208 1.66280
O -0.29953 0.04663 -3.20533
O -4.33111 -1.70870 -3.87851
O 3.73605 -1.01503 2.26029
O -2.32010 0.09752 1.47789
N 0.14865 -0.16667 3.13652
N 1.88715 -0.20873 -2.45562
C 0.53115 0.36975 -2.34213
C 4.82359 -0.28662 2.84606
C -1.12838 0.88530 1.13030
C -2.92190 -1.46141 -3.99634
C 0.21859 1.41520 -1.15549
C -1.29942 2.25375 1.96406
C 0.19745 0.17583 1.68543
C -1.17386 1.06738 -0.45102
C 3.26197 -1.98153 3.21008
C -3.79514 -1.55067 -6.18033
C -4.86959 -1.94605 -5.18514
C -0.79487 3.57243 1.22315
C -2.52694 -1.84600 -5.40821
C 0.80046 3.74366 1.15613
C 4.28977 -2.04242 4.32310
C -2.11287 -1.30720 1.23123
C 4.83589 -0.63028 4.32357
H -1.16981 4.45715 1.85281
H -1.21127 3.73784 0.18262
H -5.79080 -1.37264 -5.31201
H -1.62299 -1.83132 2.12724
H -1.55831 -1.55189 0.27267
H 3.12113 -2.94494 2.71549
H 0.07465 2.42251 -1.69287
H -3.16003 -1.77333 1.14731
H 2.55716 0.51954 -2.15316
H 4.68904 0.78243 2.66488
H -3.87062 -2.09071 -7.12559
H -2.38330 -2.03447 -3.23869
H 5.08473 -2.74781 4.06019
H 5.74748 -0.61005 2.35483
H -2.30422 -2.91708 -5.45596
H 2.29272 -1.63615 3.58367
H 5.82605 -0.54177 4.77310
H 1.03340 0.96053 1.57639
H 2.02313 -0.99659 -1.80994
H 3.86373 -2.34937 5.27941
H 1.37417 3.07918 1.87041
H -0.80733 2.22594 2.98943
H 1.10347 1.55279 -0.46565
H -1.60041 0.15937 -1.00912
H -2.75203 -0.39616 -3.81378
H -1.90974 1.91500 -0.69363
H -5.10911 -3.01238 -5.26114
H 1.17709 3.67662 0.07667
H -3.85874 -0.47857 -6.39278
H -1.65463 -1.29966 -5.76934
H 4.15311 0.03123 4.86688
H -0.74442 0.10289 3.56813
H 0.54803 -0.71415 1.06299
H -2.42351 2.38500 2.16647
H 0.90111 0.32284 3.62960

Forces on atoms 1 to 3 (eV/Å):
Cl -0.04 -1.06 -0.30
O 1.90 1.07 2.87
O 0.09 -0.06 -0.31


The following is a quantum chemistry calculation of the ion C17H35FN6O6PS2 with charge +1 at a distorted geometry, from OMol25.

The total charge is +1. As for the SMILES: [H]/N=C(/C)CN(CCF)C1=[N+](CC(=O)N(C)C)[C@](C[C@H](O)CN)(P(C)O)O[C@H](S(C)(=O)=O)N1S.

Cartesian coordinates (Å):
S 0.24595 -1.50506 -2.97335
S 2.75840 -2.30547 -1.33095
P 1.43876 1.38601 2.03782
F -4.54371 0.60336 -2.26728
O 1.68530 -0.58684 0.27218
O 3.68767 -2.59782 -0.27522
O -1.66955 2.93271 -0.24287
O 0.48793 2.72219 1.83775
O 0.39006 -2.87394 3.13104
O 2.38256 -3.39832 -2.17875
N -3.48174 -3.24763 0.54551
N 1.29117 -0.77981 5.35209
N -2.11045 -0.75881 -0.85423
N -0.36734 0.56150 -0.05856
N -0.11609 4.01258 -1.57344
N 0.03369 -1.56727 -1.20866
C -0.15914 -0.91304 1.85526
C 0.60115 0.04851 0.94164
C -2.66623 -2.01403 -1.40416
C -1.49770 -4.16755 -0.45138
C -0.63661 2.87781 -0.87721
C -3.48374 1.16570 -1.58698
C 1.28528 -1.72059 -0.42637
C 0.19070 -0.81565 4.38292
C 0.16275 1.56959 -0.98797
C -2.59812 -3.14819 -0.36683
C -3.08608 0.26574 -0.43343
C -0.83241 -0.58265 -0.73495
C 3.43847 -0.92988 -2.24421
C 0.40194 3.67735 -2.89754
C 0.62682 -1.46136 3.06817
C 2.94591 1.83729 1.08801
C 0.93839 4.64235 -0.76146
H 0.73337 4.51288 0.29591
H -0.54673 -3.02990 3.26246
H 1.92340 4.20799 -0.96264
H -3.71252 -1.83588 -1.62245
H 1.32548 3.08478 -2.87660
H -0.60923 -0.50699 -3.25906
H 4.33454 -0.59692 -1.74350
H 2.89972 2.89557 0.84175
H -0.33097 3.11767 -3.47428
H -2.65957 1.31359 -2.28410
H 2.17309 -0.69111 4.86704
H 1.69876 -1.39369 2.92293
H 3.08267 1.25067 0.18780
H 0.63112 4.58811 -3.43859
H -2.19062 -2.27550 -2.34204
H -4.19341 -2.52315 0.46679
H -3.77023 2.14834 -1.22376
H 0.04430 1.24213 -2.01861
H -1.19771 -4.30647 -1.48718
H -2.73566 0.81464 0.42752
H 3.60512 -1.28947 -3.25358
H 3.76184 1.69507 1.78475
H 1.22812 0.05071 5.92287
H 2.68986 -0.14466 -2.30793
H -3.98115 -0.27285 -0.13947
H -1.90322 -5.11358 -0.11113
H -0.41870 2.48283 2.05804
H 1.22134 1.77280 -0.85251
H -1.05179 -0.40737 2.21971
H 1.10884 -2.53700 0.27616
H 0.99733 5.70259 -0.98014
H -0.64247 -3.89511 0.15611
H -0.47706 -1.80081 1.30809
H -0.15462 0.20490 4.19675
H -0.62722 -1.39358 4.80629

Forces on atoms 1 to 3 (eV/Å):
S -0.14 -0.60 -0.34
S 1.67 -0.89 0.75
P 0.34 -0.34 0.73


The following is a quantum chemistry calculation of a structure of composition C17H36FInN3O4 at a distorted geometry, from OMol25.

The total charge is -1.

Cartesian coordinates (Å):
In -0.30513 -2.69352 3.81392
F 0.96974 -1.06006 3.40763
O -0.57504 0.58066 -6.18509
O 0.48329 2.28193 5.42134
O 0.74240 6.51571 3.85287
O -0.87545 -2.37869 -2.76391
N -1.53835 -2.23743 -5.83899
N 1.35816 3.58849 2.86855
N -0.09648 -3.64121 0.84761
C 1.84661 4.86923 2.35952
C 0.46876 -5.49795 2.50197
C 2.22511 2.98207 3.87765
C 1.53696 1.81366 4.57429
C 0.69775 0.20577 -6.68134
C -2.13079 -2.63124 -3.37161
C 1.98006 6.02938 3.35253
C -2.04039 -3.15236 -4.81000
C -1.66061 -0.01302 -6.89350
C -2.36912 -1.05227 -6.03408
C 0.17283 -4.50272 -0.17831
C 0.21735 5.78560 4.94929
C 0.60989 -5.85775 0.08335
C 0.07666 -4.15441 2.09752
C -0.81087 1.95443 4.94225
C 0.76657 -6.45329 1.41217
C -0.31167 -1.11498 -3.06459
H 1.07376 -7.50441 1.58532
H -3.02440 -3.51897 -5.11950
H 1.14724 5.17887 1.57639
H 0.03179 -3.43004 5.41119
H 0.57260 -5.78914 3.56878
H 2.50510 3.70796 4.65188
H 2.67099 5.80641 4.17301
H 2.81259 4.70527 1.87080
H -2.79176 -1.76251 -3.27590
H 0.44023 3.73754 3.26901
H -1.36948 -4.01645 -4.81024
H -0.60546 -1.94657 -5.57352
H -1.34469 -0.43290 -7.85360
H -2.59264 -3.42140 -2.77221
H -0.39286 6.46742 5.54695
H -1.06749 2.55409 4.06299
H 2.42640 6.86846 2.80913
H 0.32323 -0.82225 -2.22594
H -2.61648 -0.57519 -5.07905
H 0.07259 -4.12879 -1.22173
H 0.92913 -0.83336 -6.43115
H 0.75931 0.34972 -7.76423
H -2.36875 0.79453 -7.10542
H 0.33118 -1.18131 -3.94596
H -1.07146 -0.34092 -3.20219
H -1.52960 2.18284 5.73170
H -0.44092 4.98863 4.59990
H 1.18942 1.06187 3.86008
H 0.83786 -6.50232 -0.80302
H 1.00106 5.37815 5.59294
H 1.44338 0.84398 -6.20587
H -3.30359 -1.34618 -6.52258
H -2.00692 -2.08322 3.73482
H 3.14029 2.62473 3.39558
H 2.26742 1.32826 5.22819
H -0.88730 0.89114 4.70241

Forces on atoms 1 to 3 (eV/Å):
In -0.24 0.08 -0.51
F -0.47 -0.55 0.29
O 0.18 -0.19 -0.38


Let's list LUMO level in order: -0.1012; 0.0145; -0.1596; 0.0897 hartree.